This record from the Open Molecules 2025 dataset describes a structure of composition C4H2CdO5. The level of theory is ωB97M-V with the def2-TZVPD basis set.

The geometry in XYZ format:
```
12
Properties=species:S:1:pos:R:3:mulliken_spin:R:1
C 3.255 -0.915 -0.017 -0.0131
O 3.909 -1.856 0.066 0.0040
O 2.574 0.026 -0.113 0.0024
O 0.370 1.870 0.139 -0.0098
C -0.652 1.233 0.258 0.0041
O -0.822 0.112 -0.431 0.0024
Cd 2.068 2.024 -0.963 1.0024
H -1.473 1.511 0.937 0.0086
O -2.945 -0.495 -1.350 0.0002
C -2.104 -0.559 -0.505 -0.0001
C -2.243 -0.968 0.847 -0.0011
H -1.936 -1.983 1.133 0.0001
```

LUMO energy (alpha / beta)   -0.2114 / -0.2116 Ha
E   -18970.080 eV
Multiplicity   2
E_HOMO (alpha / beta)   -12.4 / -14.4 eV
Charge   +1

=====

This record from the Open Molecules 2025 dataset describes the molecule C5H12O. The level of theory is ωB97M-V with the def2-TZVPD basis set.

The geometry in XYZ format:
```
18
Properties=species:S:1:pos:R:3:lowdin_charge:R:1
C 2.135 0.238 -0.326 -0.1097
O 1.117 -0.348 0.444 -0.1623
C -0.275 -0.133 0.173 -0.6376
C -0.568 0.595 -1.140 -0.0522
C -0.902 -1.529 0.133 -0.0354
C -0.819 0.672 1.356 -0.0338
H 2.929 0.552 0.362 0.0886
H 1.812 1.124 -0.881 0.0735
H 2.554 -0.484 -1.045 0.0893
H -0.160 0.055 -2.002 0.0923
H -1.654 0.661 -1.267 0.0899
H -0.176 1.617 -1.147 0.0784
H -0.477 -2.107 -0.695 0.0873
H -0.690 -2.062 1.066 0.0866
H -1.988 -1.470 -0.001 0.0859
H -0.607 0.146 2.293 0.0866
H -0.331 1.652 1.403 0.0871
H -1.901 0.823 1.275 0.0855
```

LUMO energy   0.0333 Ha
E   -7426.664 eV
Relative energy (zero: lowest compared OMol25 entry of this formula, charge and spin)   14.9 kcal/mol
SMILES   COC(C)(C)C
E_HOMO   -9.4 eV
Charge   0

=====

This record from the Open Molecules 2025 dataset describes the molecule C4H6O4. The level of theory is ωB97M-V with the def2-TZVPD basis set.

The geometry in XYZ format:
```
14
Properties=species:S:1:pos:R:3:lowdin_charge:R:1
O -1.168 -1.895 -0.147 -0.0390
C -1.853 -0.921 0.408 -0.2490
O -1.798 0.354 0.131 -0.0366
C -0.535 0.952 -0.614 -0.0479
C 0.833 1.038 0.252 -0.0469
C 1.739 -0.394 0.067 -0.4455
O 3.057 -0.614 0.261 -0.0844
O 1.235 -1.489 -0.417 0.0155
H -2.521 -1.388 1.443 0.2301
H -0.906 2.119 -0.733 0.1784
H -0.571 0.520 -1.452 0.0260
H 1.656 1.980 -0.086 0.1825
H 0.718 1.166 1.559 0.1925
H 0.114 -1.427 -0.674 0.1240
```

LUMO energy   -0.0011 Ha
E   -12429.961 eV
Relative energy (zero: lowest compared OMol25 entry of this formula, charge and spin)   143.2 kcal/mol
SMILES   O=COCCC(=O)O
E_HOMO   -9.2 eV
Charge   0

=====

This record from the Open Molecules 2025 dataset describes a cluster of 10 separate species, C5H31NO10S in total. The level of theory is ωB97M-V with the def2-TZVPD basis set.

The geometry in XYZ format:
```
48
Properties=species:S:1:pos:R:3:lowdin_charge:R:1
O 2.830 0.282 1.344 -0.0944
C 2.381 1.303 2.107 -0.2690
C 2.089 2.712 1.282 -0.1133
C 1.438 2.381 -0.100 -0.2426
N 0.201 1.661 0.051 -0.0483
C -0.843 2.152 -0.905 -0.2765
C -2.136 1.362 -0.751 -0.5455
S -3.280 1.970 0.527 0.7196
H 3.647 0.414 0.866 0.1054
H 3.114 1.623 2.844 0.1022
H 1.506 0.782 2.543 0.1125
H 3.080 3.124 1.118 0.0914
H 1.430 3.268 2.010 0.1104
H 1.311 3.219 -0.649 0.0695
H 2.328 1.767 -0.508 0.1253
H 0.274 0.649 -0.083 0.0531
H -1.036 3.227 -0.644 0.1185
H -0.431 2.169 -1.920 0.1059
H -1.930 0.238 -0.631 0.0858
H -2.646 1.252 -1.676 0.0471
H -2.420 2.415 1.379 -0.2130
O 2.455 1.688 -3.641 -0.0570
H 1.870 1.700 -4.388 0.0191
H 2.246 0.784 -3.336 0.0114
O -1.063 2.029 3.400 -0.0583
H -1.971 1.833 3.541 0.0023
H -0.841 2.786 3.956 0.0462
O -2.344 -1.305 3.618 -0.1023
H -1.654 -1.864 3.956 0.0128
H -1.924 -0.981 2.700 0.1065
O 0.420 -1.135 0.599 -0.0254
H 0.162 -1.938 1.073 0.0607
H 1.117 -0.734 1.042 -0.0252
O -1.877 -3.274 1.834 -0.0432
H -1.750 -4.229 1.707 0.0726
H -2.642 -3.141 2.341 0.0095
O -1.822 -2.985 -3.591 -0.1403
H -2.468 -2.702 -2.924 0.0019
H -0.836 -2.808 -3.336 0.0112
O -2.614 -3.708 -1.054 -0.0264
H -2.851 -3.452 -0.165 0.0116
H -1.698 -3.758 -1.124 -0.0023
O 0.831 -2.639 -3.229 -0.0086
H 1.059 -2.788 -4.134 0.0635
H 1.140 -1.851 -2.878 -0.0410
O 2.164 -0.950 -1.751 -0.0680
H 1.370 -0.876 -1.135 0.0530
H 2.614 -1.670 -1.286 0.0718
```

LUMO energy   -0.0012 Ha
E   -38486.442 eV
Relative energy (zero: lowest compared OMol25 entry of this formula, charge and spin)   81.9 kcal/mol
SMILES   OCCCNCCS.O.O.O.O.O.O.O.O.O
E_HOMO   -8.5 eV
Charge   0

=====

This record from the Open Molecules 2025 dataset describes a cluster of 2 separate species, C3H11NO2S in total. The level of theory is ωB97M-V with the def2-TZVPD basis set.

The geometry in XYZ format:
```
18
Properties=species:S:1:pos:R:3:lowdin_charge:R:1
N 0.805 0.906 0.439 0.0303
C 0.971 -0.294 -0.352 -0.4423
C 0.970 0.003 -1.849 -0.2362
O 1.755 1.158 -2.135 -0.0700
C -0.203 -1.282 -0.102 -0.5272
S -0.708 -1.593 1.635 0.6881
H -0.162 1.186 0.565 0.0329
H 1.311 1.682 0.044 0.0671
H 1.885 -0.793 -0.067 0.1305
H -0.011 0.110 -2.305 0.1171
H 1.407 -0.852 -2.373 0.1207
H 2.658 0.872 -2.308 0.0910
H 0.144 -2.234 -0.485 0.0630
H -1.055 -0.921 -0.673 0.0575
H -0.273 -0.377 1.996 -0.1565
O -2.227 2.040 0.802 -0.0642
H -2.135 2.871 0.306 0.0526
H -2.811 1.487 0.264 0.0459
```

LUMO energy   0.0219 Ha
E   -19709.276 eV
Relative energy (zero: lowest compared OMol25 entry of this formula, charge and spin)   5.8 kcal/mol
SMILES   N[C@H](CO)CS.O
E_HOMO   -8.8 eV
Charge   0

=====

This record from the Open Molecules 2025 dataset describes a structure of composition C11H16N2O6TeV. The level of theory is ωB97M-V with the def2-TZVPD basis set.

The geometry in XYZ format:
```
37
Properties=species:S:1:pos:R:3:mulliken_spin:R:1
V 1.053 0.390 0.300 2.0844
O -1.926 2.768 1.565 0.0093
C -1.019 1.984 1.526 -0.0040
O -0.134 1.890 0.540 -0.0103
C -0.733 0.955 2.591 0.0124
C -1.258 0.862 3.865 -0.0058
C -0.763 -0.144 4.694 0.0106
C 0.241 -1.002 4.255 -0.0036
C 0.706 -0.836 2.963 0.0188
N 0.190 0.098 2.180 -0.0356
C 1.853 -1.554 2.287 0.0085
O 2.387 -2.519 2.752 0.0138
O 2.169 -0.953 1.144 -0.0236
H -2.011 1.562 4.196 -0.0002
H -1.146 -0.242 5.702 0.0006
H 0.669 -1.765 4.889 -0.0002
C -2.433 0.937 -3.504 0.0007
C -1.530 1.571 -2.490 0.0031
N -2.009 2.571 -1.757 0.0002
O -0.370 1.147 -2.319 -0.0026
H -3.390 1.446 -3.594 0.0001
H -2.606 -0.100 -3.213 -0.0001
H -1.931 0.932 -4.470 0.0000
H -2.953 2.896 -1.870 -0.0001
H -1.460 2.925 -0.985 -0.0003
O 1.959 1.341 -1.293 -0.0096
H 2.351 2.207 -1.134 0.0035
H 1.151 1.493 -1.863 -0.0026
C 1.585 -1.321 -3.076 0.0080
Te 0.231 -1.661 -1.481 -0.0771
C 1.312 -3.308 -0.692 0.0068
H 2.578 -1.107 -2.691 0.0000
H 1.207 -0.484 -3.655 0.0012
H 1.597 -2.223 -3.681 -0.0033
H 1.332 -4.086 -1.452 -0.0030
H 0.790 -3.675 0.188 0.0006
H 2.313 -2.992 -0.416 -0.0008
```

LUMO energy (alpha / beta)   -0.1534 / -0.1422 Ha
E   -59910.476 eV
Multiplicity   3
Relative energy (zero: lowest compared OMol25 entry of this formula, charge and spin)   0.0 kcal/mol
E_HOMO (alpha / beta)   -12.5 / -12.5 eV
Charge   +1

=====

This record from the Open Molecules 2025 dataset describes a cluster of 2 separate species, C11H15NS in total. The level of theory is ωB97M-V with the def2-TZVPD basis set.

The geometry in XYZ format:
```
28
Properties=species:S:1:pos:R:3:lowdin_charge:R:1
C -4.493 -1.723 0.951 -0.0517
C -3.281 -0.963 1.490 -0.2612
C -3.360 0.278 2.076 -0.0252
N -2.003 0.725 2.071 0.0282
C -1.134 -0.233 1.584 -0.2367
C 0.190 -0.033 1.268 -0.0217
C 0.861 -1.200 0.711 -0.0929
C 0.046 -2.270 0.326 -0.1496
C -1.319 -2.332 0.541 -0.0609
C -1.949 -1.297 1.128 -0.1847
H -5.480 -1.727 1.381 0.0565
H -4.343 -2.820 0.977 0.0636
H -4.353 -1.340 -0.171 0.1319
H -4.245 0.905 2.298 0.1284
H -1.877 1.748 1.904 0.1618
H 0.859 0.864 1.434 0.1174
H 2.070 -1.394 0.408 0.1622
H 0.577 -3.166 -0.093 0.1060
H -1.742 -3.372 0.467 0.1321
C 3.225 3.153 -1.319 -0.4237
S 4.544 1.902 -1.573 0.7038
C 4.470 1.106 -3.193 -0.4944
H 2.887 3.137 -0.268 0.0234
H 3.621 4.171 -1.393 0.0189
H 2.438 2.970 -2.075 0.0397
H 3.743 0.419 -3.576 0.0045
H 5.530 0.626 -3.214 0.0457
H 4.517 1.868 -4.136 0.0787
```

LUMO energy   0.0284 Ha
E   -23972.830 eV
Relative energy (zero: lowest compared OMol25 entry of this formula, charge and spin)   72.1 kcal/mol
SMILES   Cc1c[nH]c2ccccc12.CSC
E_HOMO   -7.8 eV
Charge   0